Record 1
43
Properties=species:S:1:pos:R:3:forces:R:3 method="wB97M-V/def2-TZVPD" smiles="COC(=O)[C@@H]1[C@H]2CC[C@@H](C[C@H]1c1cccc(-c3cccs3)c1)O2" max_force_ev_per_a=2.20 e_lumo_ev=0.470 energy_ev=-37004.5573
C -0.105613 -1.981679 -3.264228 0.186 0.581 0.058
O -0.914723 -1.284934 -2.286642 0.036 -0.253 1.132
C -1.247349 -2.011709 -1.177204 -0.897 -1.514 0.888
O -1.383244 -3.223983 -1.124947 0.924 0.901 -1.305
C -1.672491 -1.325321 0.144912 0.629 0.904 -0.984
C -3.219178 -1.382437 0.205418 -0.726 -0.875 -0.276
C -3.767213 -1.623580 1.621444 0.796 -1.020 0.740
C -4.011516 -0.225023 2.166462 -0.617 0.591 0.589
C -3.533760 0.699075 1.043044 0.249 -1.001 0.190
C -2.034049 1.026560 1.100874 0.427 -0.217 0.794
C -1.146729 0.118366 0.216290 0.100 0.703 -1.081
C 0.355679 0.146700 0.610597 0.432 0.343 -0.368
C 0.873793 -0.575327 1.698004 0.066 -0.244 0.689
C 2.239380 -0.518157 2.046956 -0.619 -0.284 -0.057
C 3.076433 0.283485 1.284193 1.118 -0.651 1.175
C 2.648638 0.975569 0.184432 -1.253 0.564 -0.378
C 3.562085 1.813096 -0.591652 1.112 0.564 -1.272
C 4.920706 1.646580 -0.785477 -0.129 1.692 -0.807
C 5.506114 2.624610 -1.722317 -2.174 -0.129 0.298
C 4.537041 3.455400 -2.279395 1.008 -1.031 0.548
S 2.972148 3.149220 -1.593245 0.720 -0.585 0.044
C 1.290367 0.901793 -0.139961 -1.086 0.021 -0.482
O -3.769749 -0.113333 -0.100347 -0.240 0.267 -1.212
H 0.783805 -2.299593 -2.728214 0.227 -0.181 -0.286
H -0.631409 -2.830298 -3.658104 -0.247 -0.422 -0.140
H 0.166040 -1.288550 -4.095204 -0.410 -0.320 0.927
H -1.236175 -1.916273 0.968938 -0.281 0.001 -0.637
H -3.628254 -2.163560 -0.532368 0.647 1.329 1.027
H -3.089199 -2.218509 2.279381 -0.251 0.456 -0.602
H -4.669035 -2.218195 1.567787 -0.349 0.061 -0.080
H -3.526698 -0.017819 3.107090 0.571 -0.046 0.270
H -5.062453 -0.045929 2.414905 -0.040 -0.103 -0.455
H -4.118300 1.612716 0.962818 -0.086 -0.101 -0.148
H -1.651695 0.939780 2.134905 -0.301 0.301 -0.274
H -1.967200 2.056644 0.778532 0.606 0.278 0.016
H -1.246129 0.531319 -0.836855 0.325 -0.484 1.215
H 0.225087 -1.186009 2.350797 0.225 0.358 -0.530
H 2.638214 -1.117873 2.905382 -0.489 0.764 -0.910
H 4.117879 0.391368 1.570067 -0.023 -0.129 0.054
H 5.513924 0.894020 -0.297354 0.009 -0.189 0.091
H 6.547435 2.710528 -1.990080 0.046 -0.253 0.013
H 4.724205 4.139423 -3.122456 -0.409 -0.193 0.825
H 0.933187 1.451840 -1.037178 0.166 -0.457 0.699

---

Record 2
46
Properties=species:S:1:pos:R:3:forces:R:3 method="wB97M-V/def2-TZVPD" smiles="COc1ccc(OC)c(C(=O)COC(=O)c2c(OC)cccc2OC)c1" max_force_ev_per_a=0.73 e_lumo_ev=0.568 energy_ev=-34358.2588 relative_energy_kcal_mol=32.94
C -5.002030 -2.489223 1.903310 -0.098 -0.139 -0.021
O -4.188525 -1.362212 2.121789 0.151 0.216 0.081
C -3.586157 -0.779613 1.049769 0.081 0.071 -0.221
C -3.685936 -1.218687 -0.264137 -0.137 -0.088 0.408
C -3.037100 -0.538095 -1.283018 0.274 0.281 -0.248
C -2.250980 0.576208 -1.022367 -0.253 -0.157 0.249
O -1.613109 1.304520 -1.977485 0.007 0.097 0.340
C -1.796509 0.970316 -3.332089 0.025 -0.011 -0.189
C -2.136345 1.017583 0.310313 -0.479 -0.318 -0.161
C -1.351341 2.218356 0.692426 0.504 -0.011 -0.136
O -1.785362 3.062831 1.436745 0.012 -0.005 -0.001
C 0.059464 2.317489 0.131099 0.171 0.670 -0.245
O 0.757065 1.092656 0.326839 -0.403 -0.145 0.314
C 1.508629 0.630325 -0.677555 0.183 0.001 -0.417
O 1.510924 1.083245 -1.792613 0.033 0.011 0.144
C 2.405778 -0.463144 -0.183858 0.004 0.172 0.007
C 3.444511 0.005397 0.648453 0.056 -0.314 -0.007
O 3.435892 1.346971 0.872375 -0.149 -0.245 -0.189
C 4.433327 1.901630 1.696757 0.177 0.109 0.126
C 4.393780 -0.868797 1.151019 0.065 0.412 0.140
C 4.314401 -2.215833 0.828758 -0.219 -0.036 -0.159
C 3.308711 -2.687401 0.021403 -0.043 -0.013 -0.056
C 2.339932 -1.818598 -0.497986 0.154 0.040 0.155
O 1.398408 -2.437540 -1.248699 0.361 -0.136 0.139
C 0.350021 -1.703403 -1.831093 -0.280 0.153 -0.227
C -2.818161 0.352126 1.316064 0.024 -0.102 -0.162
H -5.844226 -2.255914 1.243731 0.035 -0.010 0.005
H -4.430596 -3.323768 1.483899 -0.019 0.032 -0.003
H -5.381839 -2.771583 2.883755 -0.001 -0.025 -0.094
H -4.274227 -2.085167 -0.520989 -0.063 -0.084 0.019
H -3.153208 -0.898336 -2.292648 -0.009 0.000 -0.113
H -1.197992 1.689417 -3.888334 -0.048 -0.088 -0.024
H -1.437680 -0.039327 -3.552122 -0.019 0.006 0.003
H -2.847023 1.061052 -3.626291 0.034 -0.036 0.027
H 0.599919 3.108036 0.662739 -0.138 -0.137 -0.038
H 0.022857 2.548360 -0.940295 -0.041 0.002 0.280
H 5.432063 1.749326 1.275866 -0.046 -0.013 0.025
H 4.219248 2.968470 1.736779 0.053 -0.072 0.027
H 4.394000 1.486585 2.708514 0.004 -0.001 -0.053
H 5.192966 -0.519585 1.783129 0.065 0.084 0.051
H 5.054319 -2.897903 1.218833 0.056 -0.070 0.029
H 3.233534 -3.731295 -0.235003 -0.019 -0.128 -0.025
H -0.218894 -1.152947 -1.075228 -0.009 -0.060 -0.039
H 0.720742 -1.008369 -2.589007 -0.052 -0.077 0.064
H -0.297707 -2.446570 -2.296810 -0.014 0.097 0.065
H -2.745661 0.709238 2.330807 0.006 0.067 0.132

---

Record 3
50
Properties=species:S:1:pos:R:3:forces:R:3 method="wB97M-V/def2-TZVPD" max_force_ev_per_a=4.87 e_lumo_ev=-4.456 total_charge=+1 energy_ev=-55831.2398 relative_energy_kcal_mol=1.20
Au 0.032400 -0.145200 -0.263400 1.074 -0.233 0.060
C -1.328900 3.907200 -0.015300 -0.033 -0.068 0.250
C -1.210500 2.426000 -0.114000 4.765 0.840 -0.515
N 0.011200 1.863400 -0.263700 -2.719 0.667 0.944
N 1.133100 2.530500 -0.101400 0.156 2.534 -0.474
C 2.254400 1.889300 -0.146700 -0.173 -1.315 0.211
N 3.426400 2.538600 -0.105300 -0.437 -0.250 -0.069
S 2.317500 0.111500 -0.131800 0.086 -0.239 -0.268
C -2.277000 1.522900 -0.141500 -2.623 -2.438 -0.297
C -3.631900 1.925500 -0.040400 1.741 0.276 -0.019
C -4.632500 1.002800 -0.129200 -0.130 -1.453 -0.161
C -4.304200 -0.349700 -0.342900 -0.475 1.126 0.217
C -2.979700 -0.701700 -0.428200 0.343 -0.253 0.007
N -1.981900 0.174500 -0.305200 -1.218 1.334 -0.062
H -0.331400 4.336200 0.040100 -0.089 -0.023 0.030
H -1.887700 4.192300 0.874300 -0.047 0.048 0.066
H -1.836800 4.319800 -0.885800 -0.109 -0.044 -0.080
H 3.443400 3.534500 -0.246600 -0.003 0.027 0.068
H 4.274900 2.008700 -0.189700 0.094 0.082 0.000
H -3.843300 2.971300 0.112100 -0.037 0.098 -0.008
H -5.663500 1.301800 -0.041600 -0.149 0.049 -0.004
H -5.075100 -1.097100 -0.423600 -0.019 -0.118 -0.067
H -2.689400 -1.727300 -0.598300 0.063 -0.059 0.031
C -1.987100 0.727200 5.473200 -0.213 0.078 -0.049
N -0.621700 0.294600 5.384500 0.386 -0.073 0.268
C 0.119100 -0.151500 6.554400 -0.018 -0.072 0.282
C 1.498000 -0.526900 5.981400 0.310 -0.105 0.181
N 1.296100 -0.363400 4.551700 0.103 -0.108 0.293
C 0.086500 0.131300 4.270600 -0.226 0.150 -0.860
S -0.466500 0.499500 2.725400 -0.127 0.136 -0.165
H -2.085600 1.448800 6.284700 -0.020 0.006 -0.005
H -2.649300 -0.119800 5.669600 -0.029 0.023 0.005
H -2.269300 1.195800 4.530400 0.022 -0.066 0.124
H -0.382300 -1.010800 7.010900 0.044 0.078 0.014
H 0.173900 0.653200 7.293500 0.014 -0.128 -0.031
H 1.778700 -1.558300 6.208500 -0.038 0.143 0.090
H 2.290100 0.139000 6.336400 -0.109 -0.083 0.032
H 2.026500 -0.485500 3.871000 -0.268 0.093 -0.098
N 0.099600 -7.459200 0.243000 0.004 -0.581 0.033
C 0.090200 -6.323900 0.101700 0.010 -0.206 -0.025
C 0.073100 -4.912300 -0.029600 -0.020 0.709 -0.009
C -0.776700 -4.167200 0.786100 0.046 -0.008 -0.058
C -0.754300 -2.785800 0.720400 -0.159 -0.096 0.043
C 0.062000 -2.138000 -0.195200 0.120 -0.369 -0.015
C 0.887200 -2.884100 -1.023900 0.121 -0.125 -0.112
C 0.911600 -4.266600 -0.934500 -0.127 0.009 0.035
H -1.451700 -4.671200 1.462000 0.051 -0.052 0.112
H -1.382200 -2.216100 1.390300 -0.038 0.061 0.125
H 1.527100 -2.400300 -1.746500 0.077 0.063 -0.043
H 1.571700 -4.840400 -1.567400 0.025 -0.065 -0.028

---

Record 4
59
Properties=species:S:1:pos:R:3:forces:R:3 method="wB97M-V/def2-TZVPD" max_force_ev_per_a=0.36 e_lumo_ev=2.224 total_charge=-1 energy_ev=-59150.8244 relative_energy_kcal_mol=1.39
Sr 0.227298 -0.406077 -0.113208 0.207 0.117 -0.043
C -2.887849 0.571924 -3.594959 -0.034 0.016 -0.031
C -1.591407 0.492665 -3.077863 0.110 -0.036 0.285
N -1.616748 0.463266 -1.745489 0.146 -0.041 -0.325
N -2.908767 0.520314 -1.383587 -0.116 0.009 0.008
C -3.692322 0.583956 -2.475649 -0.042 -0.004 0.136
B -3.362134 0.380070 0.086754 -0.043 0.041 0.053
N -3.150303 -1.066864 0.592979 -0.091 0.149 -0.106
C -4.101128 -2.003517 0.751964 0.043 0.031 0.059
C -3.487287 -3.193972 1.076743 -0.031 -0.043 -0.011
C -2.124649 -2.880929 1.071652 0.020 0.069 0.012
N -1.929779 -1.598475 0.785890 -0.072 -0.264 0.040
N -2.604996 1.376192 1.003003 -0.075 -0.042 -0.023
C -3.164249 2.322367 1.776650 0.048 -0.023 -0.049
C -2.164808 2.941619 2.499654 -0.058 0.031 0.040
C -0.998997 2.282321 2.094765 0.011 -0.038 -0.068
N -1.272056 1.344618 1.194494 -0.024 0.140 0.077
H -3.196869 0.608272 -4.625017 0.024 -0.006 0.001
H -0.640334 0.439892 -3.586887 -0.028 0.015 -0.044
H -4.763649 0.627041 -2.371955 -0.003 -0.002 -0.014
H -4.541695 0.630145 0.142114 0.038 -0.006 0.006
H -5.139444 -1.751678 0.617022 -0.005 -0.012 -0.002
H -3.952199 -4.147770 1.254646 0.007 0.002 0.002
H -1.279044 -3.532395 1.229861 0.001 0.001 0.001
H -4.229293 2.479438 1.750733 0.001 0.018 0.022
H -2.265949 3.743599 3.210072 0.002 -0.004 -0.001
H 0.021096 2.436648 2.411176 -0.004 0.003 0.006
O 3.774402 -1.685531 -2.118366 0.043 0.040 0.037
C 2.618916 -1.268982 -2.240373 -0.048 -0.047 -0.094
O 2.105583 -0.263573 -1.647351 -0.015 -0.051 0.128
C 1.670436 -2.008376 -3.172785 -0.042 0.012 0.085
C 1.965354 -2.166023 -4.494585 0.044 -0.011 -0.114
C 1.050777 -2.795530 -5.357171 -0.002 0.050 0.209
C -0.158446 -3.252318 -4.878209 -0.150 -0.100 -0.139
C -0.467365 -3.095557 -3.543435 0.209 0.068 -0.048
C 0.450524 -2.527809 -2.602641 -0.030 -0.010 0.011
O 0.249092 -2.513300 -1.352226 0.025 0.006 0.116
N -1.786742 -3.537545 -3.118594 -0.040 0.025 0.041
O -2.295462 -4.478038 -3.719230 0.011 0.001 0.011
O -2.335046 -2.937966 -2.216392 0.002 -0.021 -0.018
N 1.360474 -2.950211 -6.756669 0.008 0.032 -0.020
O 0.542848 -3.501294 -7.481320 0.006 -0.008 -0.007
O 2.430883 -2.519795 -7.162055 0.002 -0.013 -0.009
H 2.907315 -1.806620 -4.885338 -0.005 -0.003 0.001
H -0.869798 -3.723254 -5.540027 0.016 0.008 -0.003
C 4.385932 -0.956402 2.613551 -0.039 0.115 0.034
P 2.724659 -1.531314 2.240231 0.039 -0.124 -0.248
C 2.208092 -2.482395 3.680114 -0.073 0.008 0.006
C 2.882210 -2.691515 0.882552 0.128 -0.011 0.047
O 1.779687 -0.402643 1.949159 -0.110 -0.083 -0.060
H 5.051382 -1.782238 2.863522 -0.006 -0.023 -0.022
H 4.325047 -0.266949 3.456693 0.056 0.007 -0.014
H 4.770079 -0.425643 1.742554 0.010 -0.007 -0.002
H 2.900127 -3.298121 3.889107 0.007 -0.004 -0.013
H 1.216551 -2.889639 3.478126 0.002 -0.013 0.043
H 2.146407 -1.823270 4.546020 -0.015 0.001 -0.002
H 3.459634 -3.566987 1.186621 -0.010 0.007 0.024
H 3.391829 -2.213219 0.038520 -0.040 0.024 -0.009
H 1.899679 -3.019712 0.534536 -0.015 0.000 -0.004

---

Record 5
46
Properties=species:S:1:pos:R:3:forces:R:3 method="wB97M-V/def2-TZVPD" smiles="CSCC[C@H](NC(=O)c1ccccc1Br)C(=O)Nc1ccc(C)cc1" max_force_ev_per_a=16.33 e_lumo_ev=-0.044 energy_ev=-107983.3611 relative_energy_kcal_mol=334.21
C -3.303474 -3.146621 1.447674 1.721 1.959 -5.752
S -2.600784 -3.526881 -0.436553 -1.130 1.233 2.373
C -1.120013 -4.281534 0.190966 4.847 6.476 -7.480
C -0.122088 -3.409986 0.956939 4.888 -2.950 -15.303
C 0.199286 -2.049411 -0.027149 -2.058 1.071 1.317
N 1.463223 -1.308529 0.102468 -9.082 0.635 -13.262
C 1.961214 -0.656393 -0.992917 4.613 -1.407 6.213
O 1.517763 -0.694830 -2.053582 -1.993 0.812 -4.946
C 3.475598 -0.179757 -0.575777 -3.643 -6.949 -12.119
C 4.574361 -0.504852 -1.562642 -10.889 -1.489 2.505
C 5.725097 -0.214784 -1.221224 9.875 -0.172 -4.268
C 6.087203 0.497191 -0.171839 -2.835 5.480 7.123
C 4.978458 1.002563 0.778217 4.382 -0.760 -3.193
C 3.749130 0.553469 0.327184 1.262 8.108 12.454
Br 2.326867 1.196210 1.838987 0.848 -0.470 -1.456
C -0.699389 -0.859231 0.474602 -2.938 -1.543 1.017
O -1.221997 -1.069651 1.609993 1.407 2.595 -3.127
N -0.916137 0.238914 -0.478062 1.603 -7.399 7.360
C -1.724611 1.252770 -0.225108 2.315 1.712 -6.688
C -2.369700 1.597429 0.845894 -4.775 4.060 4.700
C -3.047402 2.964976 0.754752 0.193 -5.299 3.914
C -3.009126 3.721936 -0.380907 -2.188 3.102 4.562
C -3.679469 5.062925 -0.395910 2.455 -0.063 6.923
C -2.184178 3.429056 -1.340439 4.083 -3.804 -6.322
C -1.578459 2.050088 -1.427929 -3.802 6.388 3.041
H -4.213734 -2.799823 1.204245 -3.424 0.870 -0.288
H -3.210580 -4.017267 1.841932 -0.053 -5.595 2.705
H -2.728740 -2.443351 1.896326 1.762 2.091 1.038
H -1.412091 -4.976124 0.714679 -2.520 -7.727 5.189
H -0.538214 -4.637401 -0.825448 -1.452 0.374 2.637
H -0.376045 -2.985692 1.675306 -3.738 5.647 12.324
H 0.859862 -3.800631 0.769191 0.510 -0.947 1.406
H -0.080914 -2.327517 -1.054182 0.730 0.307 0.150
H 1.971451 -1.418254 0.739829 9.365 -1.992 12.448
H 4.195199 -1.191239 -2.225298 -0.087 -1.094 -2.338
H 6.494606 -0.448048 -2.084145 -0.870 0.283 2.078
H 6.938376 1.114844 0.088124 0.809 -1.011 -0.711
H 5.254660 1.802631 1.540668 -0.842 -1.563 -1.059
H -0.541963 -0.081431 -1.288323 0.877 0.046 -3.367
H -2.611868 1.032460 1.848218 1.183 0.925 -2.531
H -3.562717 3.036580 1.836142 0.686 1.109 -3.060
H -4.632370 5.003185 -0.531659 -5.840 -0.177 -2.579
H -3.979363 5.379765 0.811833 1.331 -1.077 -2.417
H -3.217110 5.974044 -0.570332 1.192 1.241 -1.558
H -2.094513 4.272104 -2.159319 0.199 -2.239 1.291
H -0.995302 1.846113 -2.265422 1.022 -0.796 -0.944